(1)
Density functional theory data (ωB97M-V/def2-TZVPD) for a 2-piece molecular cluster, C2H10N3O overall.

The net charge is +1. The calculation puts the HOMO energy at -14.90 eV. The calculation puts the relative energy (zero: lowest compared OMol25 entry of this formula, charge and spin) at 207.5 kJ/mol. For the LUMO energy, the calculation gives -3.363 eV. The gap between HOMO and LUMO is 11.54 eV.

Bonds (Å) are listed after each position.
Geometry (Å):
1 C 0.456 2.564 0.604  N2 1.485, H6 1.125, H7 1.068, H8 1.068
2 N 0.256 1.346 -0.222  C1 1.485, C3 1.324, H9 0.998
3 C 0.586 0.068 -0.113  N2 1.324, N4 1.391, N5 1.330
4 N -0.086 -0.827 -0.939  C3 1.391, H10 0.934, H11 0.953
5 N 1.376 -0.353 0.871  C3 1.330, H12 1.006, H13 0.988
6 H -0.329 3.320 0.325  C1 1.125
7 H 0.621 2.427 1.650  C1 1.068
8 H 1.386 2.931 0.229  C1 1.068
9 H -0.724 1.234 -0.375  N2 0.998
10 H 0.448 -1.363 -1.486  N4 0.934
11 H -1.022 -1.006 -0.910  N4 0.953
12 H 1.563 -1.318 0.658  N5 1.006
13 H 1.964 0.223 1.418  N5 0.988
14 H -2.559 -3.371 0.021  O16 0.938
15 H -2.045 -3.008 -1.327  O16 0.947
16 O -1.892 -2.868 -0.404  H14 0.938, H15 0.947

Table of Mulliken atomic charges, one value per atom, all in e: number 1, C, carries -0.89; number 2, N, carries -0.19; number 3, C, carries 0.53; number 4, N, carries -0.38; number 5, N, carries -0.30; number 6, H, carries 0.32; number 7, H, carries 0.34; number 8, H, carries 0.38; number 9, H, carries 0.22; number 10, H, carries 0.21; number 11, H, carries 0.27; number 12, H, carries 0.27; number 13, H, carries 0.24; number 14, H, carries 0.31; number 15, H, carries 0.32; number 16, O, carries -0.65

(2)
Density functional theory data (ωB97M-V/def2-TZVPD) for a 2-piece molecular cluster, C2H10N3O overall.

The net charge is +1. The calculation puts the HOMO energy at -14.78 eV. The calculation puts the relative energy (zero: lowest compared OMol25 entry of this formula, charge and spin) at 106.1 kJ/mol. For the LUMO energy, the calculation gives -2.994 eV. The gap between HOMO and LUMO is 11.79 eV.

Bonds (Å) are listed after each position.
Geometry (Å):
1 C -2.290 0.071 -0.902  N2 1.521, H6 1.087, H7 1.144, H8 1.167
2 N -1.498 0.652 0.259  C1 1.521, C3 1.334, H9 1.016
3 C -0.311 0.121 0.559  N2 1.334, N4 1.401, N5 1.337
4 N 0.139 0.486 1.834  C3 1.401, H10 1.027, H11 1.037
5 N 0.336 -0.626 -0.341  C3 1.337, H12 1.070, H13 1.012
6 H -2.177 -0.985 -0.671  C1 1.087
7 H -1.979 0.558 -1.889  C1 1.144
8 H -3.398 0.380 -0.701  C1 1.167
9 H -2.079 0.919 1.048  N2 1.016
10 H 0.995 0.116 2.265  N4 1.027
11 H -0.091 1.412 2.241  N4 1.037
12 H 1.392 -0.471 -0.418  N5 1.070
13 H 0.023 -0.734 -1.298  N5 1.012
14 H 3.799 -0.615 0.101  O16 0.983
15 H 3.877 -0.831 -1.383  O16 0.991
16 O 3.261 -0.453 -0.705  H14 0.983, H15 0.991

Table of Mulliken atomic charges, one value per atom, all in e: number 1, C, carries -0.95; number 2, N, carries -0.23; number 3, C, carries 0.63; number 4, N, carries -0.45; number 5, N, carries -0.35; number 6, H, carries 0.46; number 7, H, carries 0.28; number 8, H, carries 0.32; number 9, H, carries 0.31; number 10, H, carries 0.23; number 11, H, carries 0.25; number 12, H, carries 0.25; number 13, H, carries 0.29; number 14, H, carries 0.33; number 15, H, carries 0.33; number 16, O, carries -0.70

(3)
Density functional theory data (ωB97M-V/def2-TZVPD) for a 2-piece molecular cluster, C2H10N3S overall.

The net charge is +1. The calculation puts the HOMO energy at -12.65 eV. The calculation puts the relative energy (zero: lowest compared OMol25 entry of this formula, charge and spin) at 708.6 kJ/mol. For the LUMO energy, the calculation gives -8.206 eV. The gap between HOMO and LUMO is 4.44 eV.

Bonds (Å) are listed after each position.
Geometry (Å):
1 N 1.474 -0.204 -0.675  C2 1.506, H5 1.010, H6 1.032
2 C 0.369 -0.868 0.104  N1 1.506, N3 1.706, N4 1.422
3 N -0.499 -0.490 1.523  C2 1.706, H7 1.017, H8 1.014
4 N 0.944 -2.130 0.418  C2 1.422, H9 1.021, H10 1.006
5 H 2.212 -0.249 0.013  N1 1.010
6 H 1.646 -0.941 -1.378  N1 1.032
7 H -0.378 0.510 1.385  N3 1.017
8 H -1.387 -0.790 1.136  N3 1.014
9 H 1.396 -1.923 1.309  N4 1.021
10 H 0.145 -2.642 0.754  N4 1.006
11 C -1.461 1.545 -0.700  S12 1.760, H13 1.094, H14 1.117, H15 1.067
12 S -0.126 2.681 -0.857  C11 1.760, H16 1.343
13 H -2.155 1.761 0.117  C11 1.094
14 H -2.014 1.410 -1.662  C11 1.117
15 H -0.946 0.632 -0.498  C11 1.067
16 H 0.779 1.698 -0.989  S12 1.343

Table of Mulliken atomic charges, one value per atom, all in e: number 1, N, carries -0.44; number 2, C, carries 0.37; number 3, N, carries -0.49; number 4, N, carries -0.59; number 5, H, carries 0.33; number 6, H, carries 0.35; number 7, H, carries 0.35; number 8, H, carries 0.37; number 9, H, carries 0.39; number 10, H, carries 0.32; number 11, C, carries -0.07; number 12, S, carries -0.11; number 13, H, carries 0.32; number 14, H, carries 0.35; number 15, H, carries -0.62; number 16, H, carries 0.19

(4)
Density functional theory data (ωB97M-V/def2-TZVPD) for a 2-piece molecular cluster, C2H10N4 overall.

The net charge is -1. Its expectation value of S² is 0.751. The calculation puts the HOMO energy (spin up / spin down) at 1.22 / -5.19 eV. As for the multiplicity: 2. The calculation puts the relative energy (zero: lowest compared OMol25 entry of this formula, charge and spin) at 63.8 kJ/mol. For the LUMO energy (spin up / spin down), the calculation gives 4.152 / 4.157 eV. The gap between HOMO and LUMO (spin up / spin down) is 2.93 / 9.34 eV.

Bonds (Å) are listed after each position.
Geometry (Å):
1 N -2.193 -0.342 0.093  C2 1.433, H4 1.008, H5 1.012
2 C -1.692 0.508 1.133  N1 1.433, N3 1.497, H6 1.100, H7 1.097
3 N -0.843 -0.263 2.095  C2 1.497, H8 1.021, H9 1.021
4 H -3.146 -0.633 0.243  N1 1.008
5 H -2.028 0.000 -0.846  N1 1.012
6 H -2.441 1.011 1.761  C2 1.100
7 H -1.085 1.322 0.719  C2 1.097
8 H -0.559 -1.048 1.506  N3 1.021
9 H -1.416 -0.805 2.743  N3 1.021
10 N 2.347 -0.344 -0.376  C11 1.369, H13 1.006, H14 1.014
11 C 2.353 0.003 -1.700  N10 1.369, N12 1.299, H15 1.091
12 N 2.434 1.173 -2.259  C11 1.299, H16 1.022
13 H 2.723 0.250 0.345  N10 1.006
14 H 1.953 -1.249 -0.148  N10 1.014
15 H 1.761 -0.747 -2.225  C11 1.091
16 H 1.833 1.166 -3.085  N12 1.022

Table of Mulliken atomic charges, one value per atom, all in e: number 1, N, carries -1.42; number 2, C, carries -0.87; number 3, N, carries -0.74; number 4, H, carries 0.48; number 5, H, carries 0.62; number 6, H, carries 0.48; number 7, H, carries 0.43; number 8, H, carries 0.23; number 9, H, carries 0.34; number 10, N, carries -0.23; number 11, C, carries -1.87; number 12, N, carries -0.41; number 13, H, carries 0.25; number 14, H, carries 0.61; number 15, H, carries 0.75; number 16, H, carries 0.34

(5)
Density functional theory data (ωB97M-V/def2-TZVPD) for an isolated ion of composition C2H10N4P and charge +1.

The net charge is +1. The calculation puts the HOMO energy at -13.36 eV. As for the SMILES: CNP(N)NC=[NH2+]. The calculation puts the relative energy (zero: lowest compared OMol25 entry of this formula, charge and spin) at 121.8 kJ/mol. For the LUMO energy, the calculation gives -3.058 eV. The gap between HOMO and LUMO is 10.30 eV.

Bonds (Å) are listed after each position.
Geometry (Å):
1 C -1.399 -0.771 -1.415  N2 1.453, H8 1.034, H9 1.194, H10 1.000
2 N -0.559 0.406 -1.272  C1 1.453, P3 1.641, H11 0.993
3 P -0.306 1.176 0.155  N2 1.641, N4 1.675, N5 1.946
4 N -1.693 0.759 0.995  P3 1.675, H12 1.011, H13 1.021
5 N 0.652 -0.234 1.095  P3 1.946, C6 1.275, H14 0.999
6 C 1.906 -0.439 0.997  N5 1.275, N7 1.305, H15 1.301
7 N 2.614 0.179 0.092  C6 1.305, H16 1.015, H17 0.992
8 H -2.320 -0.493 -1.795  C1 1.034
9 H -1.360 -1.241 -0.319  C1 1.194
10 H -1.036 -1.330 -2.161  C1 1.000
11 H -0.321 0.613 -2.213  N2 0.993
12 H -1.868 1.114 1.926  N4 1.011
13 H -2.525 0.789 0.405  N4 1.021
14 H -0.006 -0.506 1.795  N5 0.999
15 H 2.517 -1.196 1.862  C6 1.301
16 H 3.609 0.304 0.249  N7 1.015
17 H 2.096 0.870 -0.395  N7 0.992

Table of Mulliken atomic charges, one value per atom, all in e: number 1, C, carries -0.93; number 2, N, carries -0.14; number 3, P, carries 0.07; number 4, N, carries -0.47; number 5, N, carries -0.28; number 6, C, carries 0.23; number 7, N, carries -0.29; number 8, H, carries 0.35; number 9, H, carries 0.37; number 10, H, carries 0.33; number 11, H, carries 0.25; number 12, H, carries 0.23; number 13, H, carries 0.24; number 14, H, carries 0.32; number 15, H, carries 0.27; number 16, H, carries 0.28; number 17, H, carries 0.15

(6)
Density functional theory data (ωB97M-V/def2-TZVPD) for one molecule with the formula C2H10N6.

The net charge is 0. The calculation puts the HOMO energy at -8.67 eV. As for the SMILES: CNN=C(NN)NN. The calculation puts the relative energy (zero: lowest compared OMol25 entry of this formula, charge and spin) at 526.0 kJ/mol. For the LUMO energy, the calculation gives 0.789 eV. The gap between HOMO and LUMO is 9.46 eV.

Bonds (Å) are listed after each position.
Geometry (Å):
1 C 0.152 -0.632 -2.898  N2 1.487, H9 1.067, H10 1.028, H11 1.110
2 N -0.296 0.232 -1.774  C1 1.487, N3 1.453, H12 0.984
3 N 0.770 0.196 -0.787  N2 1.453, C4 1.291
4 C 0.225 0.014 0.370  N3 1.291, N5 1.380, N7 1.336
5 N 1.115 -0.270 1.387  C4 1.380, N6 1.403, H13 1.020
6 N 1.226 0.633 2.455  N5 1.403, H14 1.227, H15 1.203
7 N -1.078 0.181 0.615  C4 1.336, N8 1.437, H16 0.980
8 N -1.679 -0.345 1.810  N7 1.437, H17 1.027, H18 1.108
9 H -0.485 -0.575 -3.751  C1 1.067
10 H 0.153 -1.619 -2.611  C1 1.028
11 H 1.196 -0.590 -3.273  C1 1.110
12 H -0.330 1.193 -1.987  N2 0.984
13 H 1.944 -0.181 0.801  N5 1.020
14 H 1.527 1.738 2.015  N6 1.227
15 H 0.137 0.635 2.966  N6 1.203
16 H -1.640 0.131 -0.186  N7 0.980
17 H -1.899 0.351 2.532  N8 1.027
18 H -1.037 -1.092 2.317  N8 1.108

Table of Mulliken atomic charges, one value per atom, all in e: number 1, C, carries -0.92; number 2, N, carries -0.23; number 3, N, carries -0.59; number 4, C, carries 0.15; number 5, N, carries -0.15; number 6, N, carries -0.62; number 7, N, carries 0.11; number 8, N, carries -0.83; number 9, H, carries 0.33; number 10, H, carries 0.35; number 11, H, carries 0.32; number 12, H, carries 0.17; number 13, H, carries 0.43; number 14, H, carries 0.25; number 15, H, carries 0.28; number 16, H, carries 0.37; number 17, H, carries 0.26; number 18, H, carries 0.32

Number 1: energy -8746.9913 eV. Number 2: energy -8748.0422 eV. Number 3: energy -17529.0721 eV. Number 4: energy -8194.2793 eV. Number 5: energy -17478.7066 eV. Number 6: energy -11172.0321 eV.